w.
This record from OMol25 describes C4H5NO2 in the gas phase. The level of theory is the ωB97M-V functional and the def2-TZVPD basis.

```
12
Properties=species:S:1:pos:R:3:nbo_charge:R:1
O -2.2693 -0.4619 1.4323 -0.50
C -1.4588 -0.1404 0.5977 0.40
C -0.1251 -0.8134 0.4797 -0.16
C 0.5095 -0.8439 -0.8702 -0.24
N 1.0692 -0.0097 0.1599 -0.45
C 0.9388 1.3925 0.0275 0.54
O 0.5033 1.9650 -0.9396 -0.54
H -1.6670 0.6594 -0.1419 0.13
H 0.0256 -1.6289 1.1830 0.23
H 0.0047 -0.3449 -1.6952 0.22
H 1.1229 -1.7012 -1.1324 0.22
H 1.3463 1.9276 0.8992 0.14
```

Values from the calculation:
* SMILES string: O=C[C@H]1CN1C=O
* E_LUMO: 0.62 eV



x.
This record from OMol25 describes C4H5NO2 in the gas phase. The level of theory is the ωB97M-V functional and the def2-TZVPD basis.

```
12
Properties=species:S:1:pos:R:3:nbo_charge:R:1
N 1.0189 1.8934 1.3476 -0.80
C 0.0562 1.3283 0.6424 0.21
C -0.3807 0.7476 -0.3580 -0.19
C -0.3114 -0.6312 -0.8201 -0.07
O -0.9341 -1.0412 -2.0073 -0.71
C -0.6187 -1.7071 0.2359 0.43
O -0.3729 -1.5745 1.4070 -0.50
H 0.8646 2.3883 2.2058 0.40
H 1.9695 1.6353 1.1211 0.39
H 0.7845 -0.4688 -0.9795 0.21
H -1.0049 -0.2619 -2.5699 0.48
H -1.0896 -2.6333 -0.1592 0.13
```

Values from the calculation:
* SMILES string: NC#C[C@H](O)C=O
* E_LUMO: 0.68 eV



y.
This record from OMol25 describes C4H5NO2 in the gas phase. The level of theory is the ωB97M-V functional and the def2-TZVPD basis.

```
12
Properties=species:S:1:pos:R:3:nbo_charge:R:1
C 0.4672 -0.1760 -1.1161 0.75
C -1.1122 -0.1377 -1.0683 -0.26
C 0.2550 0.5398 0.8783 0.07
C -1.3452 0.2548 0.1406 -0.17
O 0.8909 -1.4422 -0.8557 -0.72
N 0.8539 -0.3693 1.5254 -0.65
O 1.0455 0.6372 -1.8260 -0.53
H 0.9545 -1.5306 0.1289 0.51
H 1.4086 -0.0517 2.3170 0.37
H -1.6800 -0.0907 -1.9849 0.23
H 0.3222 1.6111 1.0936 0.18
H -2.0604 0.7554 0.7671 0.22
```

Values from the calculation:
* SMILES string: [H]/N=C/C=C\C(=O)O
* E_LUMO: -0.62 eV



z.
This record from OMol25 describes a molecular structure, C4H5NO2. The level of theory is the ωB97M-V functional and the def2-TZVPD basis.

```
12
Properties=species:S:1:pos:R:3:nbo_charge:R:1
C -1.2450 0.4075 0.5727 -0.10
C -0.0662 0.3186 1.1925 -0.21
C -0.8680 -0.4915 -0.5306 -0.44
C 0.4785 -0.5414 0.1207 -0.14
N 1.4267 0.3143 -0.5953 0.53
O 1.0415 1.4003 -0.9872 -0.40
O 2.5082 -0.1207 -0.8543 -0.36
H -2.1060 1.0103 0.8373 0.21
H 0.3279 0.7232 2.0288 0.21
H -1.4029 -1.4161 -0.5633 0.22
H -1.0048 0.0638 -1.3912 0.23
H 0.9101 -1.6684 0.1700 0.24
```

Values from the calculation:
* E_LUMO: 0.57 eV



Which of them is the most stable? Correct choice: w.



w.
This record from OMol25 describes C4H5NO2 in the gas phase. The level of theory is the ωB97M-V functional and the def2-TZVPD basis.

```
12
Properties=species:S:1:pos:R:3:nbo_charge:R:1
C 0.2945 1.5478 0.8697 -0.43
C 0.8714 -0.5898 -0.1889 0.05
C 0.0611 -1.5812 -0.5913 -0.42
C -1.2269 -1.0177 -0.8435 0.72
H -0.3844 1.1190 1.6278 0.20
H 1.3299 1.6144 1.2454 0.21
H -0.0708 2.5634 0.5862 0.22
H 1.8804 -0.6213 0.1856 0.22
H 0.3163 -2.6082 -0.6575 0.25
N 0.2858 0.6632 -0.3110 -0.11
O -2.2778 -1.4976 -1.1956 -0.56
O -1.0795 0.4079 -0.7268 -0.36
```

Values from the calculation:
* SMILES string: Cn1ccc(=O)o1
* E_LUMO: 0.58 eV



x.
This record from OMol25 describes C4H5NO2 in the gas phase. The level of theory is the ωB97M-V functional and the def2-TZVPD basis.

```
12
Properties=species:S:1:pos:R:3:nbo_charge:R:1
C 1.5308 0.2263 0.3520 -0.11
C 0.0114 0.1638 0.1297 0.46
C -2.0738 0.5015 -0.3020 -0.13
C -1.8606 -0.7979 -0.1601 0.06
H 3.2948 -0.4706 -0.3371 0.48
H 1.5358 1.3497 0.5131 0.19
H 1.8796 -0.3083 1.3072 0.18
H -2.9049 1.1218 -0.5861 0.23
H -2.4739 -1.6638 -0.1846 0.21
N -0.7799 1.1208 -0.1161 -0.45
O 2.3724 -0.1988 -0.6878 -0.71
O -0.5317 -1.0445 0.0720 -0.41
```

Values from the calculation:
* SMILES string: OCc1ncco1
* E_LUMO: 0.72 eV



y.
This record from OMol25 describes C4H5NO2 in the gas phase. The level of theory is the ωB97M-V functional and the def2-TZVPD basis.

```
12
Properties=species:S:1:pos:R:3:nbo_charge:R:1
N -2.2413 -0.2671 -0.3658 -0.85
C -0.9578 0.0579 0.0654 0.43
C 0.1573 -0.7192 0.0314 -0.39
C 1.2713 0.1614 0.1072 0.20
O 2.5867 -0.1749 0.0405 -0.66
C 0.7935 1.4209 0.2267 0.01
O -0.5754 1.3985 0.1695 -0.41
H -3.0072 -0.4218 0.2723 0.39
H -2.2418 -0.9124 -1.1425 0.39
H 0.2029 -1.7916 -0.1042 0.22
H 2.6650 -1.0918 0.3247 0.48
H 1.3469 2.3402 0.3749 0.21
```

Values from the calculation:
* SMILES string: Nc1cc(O)co1
* E_LUMO: 0.80 eV



z.
This record from OMol25 describes C4H5NO2 in the gas phase. The level of theory is the ωB97M-V functional and the def2-TZVPD basis.

```
12
Properties=species:S:1:pos:R:3:nbo_charge:R:1
O -2.1426 0.0951 0.9952 -0.51
C -1.6172 -0.3314 0.0015 0.40
C -0.4386 0.3627 -0.5322 -0.01
C 0.5905 0.9701 0.3975 -0.30
N 1.5869 -0.0543 0.6763 -0.47
C 1.3400 -1.0671 -0.0385 0.38
O 0.2740 -1.1116 -0.8579 -0.52
H -2.0182 -1.2039 -0.5325 0.14
H -0.8113 1.1120 -1.2778 0.24
H 1.0562 1.8089 -0.1167 0.21
H 0.1808 1.3548 1.3314 0.24
H 1.9995 -1.9353 -0.0462 0.19
```

Values from the calculation:
* SMILES string: O=C[C@H]1CN=CO1
* E_LUMO: 0.75 eV



Which of them is the most stable? Correct choice: y.



w.
This record from OMol25 describes C4H5NO2 in the gas phase. The level of theory is the ωB97M-V functional and the def2-TZVPD basis.

```
12
Properties=species:S:1:pos:R:3:nbo_charge:R:1
O 1.3527 1.4228 0.9804 -0.42
C 1.9232 0.3897 0.4910 0.18
C 1.0011 -0.5972 -0.0518 0.50
O 1.2630 -1.6728 -0.5658 -0.62
N -0.2510 -0.0187 0.0855 -0.42
C -1.4631 -0.5537 -0.5351 -0.42
C -0.3150 1.3226 0.3874 0.16
H 3.0102 0.2512 0.3407 0.20
H -2.1305 -1.0667 0.1700 0.22
H -1.1542 -1.2219 -1.3391 0.25
H -1.9799 0.3008 -0.9731 0.21
H -1.2566 1.4439 1.0098 0.17
```

Values from the calculation:
* E_LUMO (alpha / beta): -0.58 / -0.29 eV



x.
This record from OMol25 describes C4H5NO2 in the gas phase. The level of theory is the ωB97M-V functional and the def2-TZVPD basis.

```
12
Properties=species:S:1:pos:R:3:nbo_charge:R:1
O -2.0017 0.0422 1.1085 -0.50
C -1.3982 -0.4102 0.1761 0.42
C -0.3671 0.3952 -0.7088 -0.04
C 0.4850 1.0357 0.3689 -0.28
N 1.1308 -0.1869 0.9019 -0.45
C 1.1367 -0.9992 -0.0749 0.35
O 0.4907 -0.6371 -1.2206 -0.49
H -1.4038 -1.5029 -0.0365 0.12
H -0.7199 1.0042 -1.5523 0.23
H 1.2736 1.7208 0.0422 0.21
H -0.1726 1.5404 1.0789 0.23
H 1.5465 -2.0023 -0.0834 0.20
```

Values from the calculation:
* SMILES string: O=C[C@H]1CN=CO1
* E_LUMO: 0.84 eV



y.
This record from OMol25 describes C4H5NO2 in the gas phase. The level of theory is the ωB97M-V functional and the def2-TZVPD basis.

```
12
Properties=species:S:1:pos:R:3:nbo_charge:R:1
O -1.4096 -1.0968 -1.2697 -0.49
C -1.7240 -0.4851 -0.2794 0.34
C -0.8257 -0.1829 0.9338 0.58
O -1.4161 -0.0145 1.9715 -0.48
N 0.5739 -0.0537 0.8526 -0.45
C 1.0423 0.9904 -0.0768 -0.24
C 1.3145 -0.4299 -0.3544 -0.25
H -2.7486 -0.0969 -0.1168 0.14
H 1.7989 1.6468 0.3393 0.22
H 0.3041 1.4792 -0.7131 0.20
H 0.7827 -0.9086 -1.1676 0.23
H 2.2967 -0.8328 -0.1287 0.21
```

Values from the calculation:
* SMILES string: O=CC(=O)N1CC1
* E_LUMO: -0.42 eV



Which of them is the most stable? Correct choice: x.



w.
This record from OMol25 describes C4H5NO2 in the gas phase. The level of theory is the ωB97M-V functional and the def2-TZVPD basis.

```
12
Properties=species:S:1:pos:R:3:nbo_charge:R:1
O -0.6574 -1.4882 -2.0022 -0.53
C -0.4899 -0.8743 -0.9909 0.80
C 0.8492 -0.4612 -0.4295 -0.55
C 0.8074 0.8187 0.4198 -0.25
N -0.4447 1.0351 1.1219 -0.44
C -1.4432 0.3418 0.8117 0.39
O -1.5780 -0.5722 -0.2113 -0.51
H 1.1850 -1.3082 0.1817 0.24
H 1.5366 -0.3804 -1.2738 0.25
H 1.0317 1.7055 -0.1831 0.21
H 1.5798 0.7758 1.1937 0.22
H -2.3764 0.4076 1.3619 0.18
```

Values from the calculation:
* SMILES string: O=C1CCN=CO1
* E_LUMO: 0.72 eV



x.
This record from OMol25 describes C4H5NO2 in the gas phase. The level of theory is the ωB97M-V functional and the def2-TZVPD basis.

```
12
Properties=species:S:1:pos:R:3:nbo_charge:R:1
N -0.4436 -0.0027 -2.7574 -0.83
C -0.3780 0.1324 -1.4286 0.22
C -0.3310 0.2614 -0.2236 -0.18
C -0.1971 -0.0122 1.2093 -0.07
O -0.1207 1.1329 2.0369 -0.71
C 1.0956 -0.7990 1.4484 0.45
O 1.2376 -1.9551 1.1490 -0.50
H 0.3164 0.3385 -3.3238 0.40
H -1.3488 -0.0434 -3.1972 0.40
H -1.0324 -0.6642 1.5078 0.21
H -0.6946 1.8082 1.6566 0.48
H 1.8966 -0.1967 1.9225 0.12
```

Values from the calculation:
* SMILES string: NC#C[C@H](O)C=O
* E_LUMO: 0.67 eV



Which of them is the most stable? Correct choice: w.



w.
This record from OMol25 describes C4H5NO2 in the gas phase. The level of theory is the ωB97M-V functional and the def2-TZVPD basis.

```
12
Properties=species:S:1:pos:R:3:nbo_charge:R:1
O -0.8006 2.2079 -0.1228 -0.51
C -0.6182 1.0286 -0.0805 0.71
C -1.4618 -0.2253 0.1628 -0.51
C -0.1903 -1.0338 -0.1837 -0.21
N 0.5428 0.2411 -0.2509 -0.49
C 1.8721 0.5101 0.0149 0.55
O 2.3201 1.6052 0.2381 -0.53
H -1.7352 -0.2974 1.2193 0.24
H -2.3467 -0.3569 -0.4602 0.24
H -0.2324 -1.5446 -1.1502 0.20
H 0.1725 -1.7173 0.5883 0.20
H 2.4778 -0.4175 0.0249 0.11
```

Values from the calculation:
* SMILES string: O=CN1CCC1=O
* E_LUMO: 0.69 eV



x.
This record from OMol25 describes C4H5NO2 in the gas phase. The level of theory is the ωB97M-V functional and the def2-TZVPD basis.

```
12
Properties=species:S:1:pos:R:3:nbo_charge:R:1
C -0.6263 2.0190 -0.1597 -0.25
O 0.0757 1.0802 -1.0110 -0.32
C 0.4701 -0.1379 -0.3726 0.47
N 1.5158 0.6109 -0.3203 -0.12
O 1.7233 -2.0825 0.9651 -0.58
C 0.5729 -2.2698 0.5958 0.39
C -0.2057 -1.2740 -0.1026 -0.58
H -0.6653 1.6341 0.8586 0.21
H -0.0797 2.9595 -0.2143 0.21
H -1.6271 2.1161 -0.5821 0.21
H 0.0677 -3.2363 0.7855 0.12
H -1.2214 -1.4194 -0.4425 0.24
```

Values from the calculation:
* E_LUMO: 0.09 eV



y.
This record from OMol25 describes 2 unconnected molecules or ions with the total composition C4H5NO2. The level of theory is the ωB97M-V functional and the def2-TZVPD basis.

```
12
Properties=species:S:1:pos:R:3:nbo_charge:R:1
C 0.5242 -0.8619 0.0985 -0.70
C 1.9470 -0.3946 -0.1004 0.18
C -1.5327 -0.3718 0.0045 0.76
C -1.6356 1.0468 -0.3215 -0.73
N 2.8475 0.2491 0.3061 0.16
O -2.1218 -1.3189 0.3215 -0.46
O 3.9564 0.7296 0.4231 -0.42
H 0.4236 -1.1430 1.1157 0.22
H 0.4689 -1.6894 -0.5923 0.22
H -2.6494 1.4716 -0.0693 0.24
H -0.7865 1.4143 0.1291 0.27
H -1.4415 0.8682 -1.3149 0.26
```

Values from the calculation:
* E_LUMO: 0.27 eV



Which of them is the most stable? Correct choice: w.



w.
This record from OMol25 describes 3 unconnected molecules or ions with the total composition C2H10N2O2. The level of theory is the ωB97M-V functional and the def2-TZVPD basis.

```
16
Properties=species:S:1:pos:R:3:nbo_charge:R:1
C -1.3210 -1.7606 0.9000 -0.42
N -0.4789 -1.9540 -0.2666 -0.61
C -0.3426 -0.9242 -1.1790 0.32
N 0.1741 -0.9577 -2.3556 -0.75
H -1.8410 -2.6967 1.0784 0.22
H -0.7378 -1.7277 1.8498 0.19
H -1.8755 -0.8380 0.8809 0.20
H -0.4647 -2.8116 -0.7975 0.41
H -0.9881 -0.0968 -0.8211 0.09
H -0.5668 -0.4804 -2.8793 0.35
H 1.8701 1.1377 1.7498 0.48
H 0.7960 0.4773 2.6361 0.46
O 1.6388 0.9077 2.6536 -0.94
H 0.3457 4.3780 -0.0017 0.47
H -0.4235 3.0545 -0.1853 0.47
O 0.3007 3.5719 -0.5130 -0.94
```

Values from the calculation:
* SMILES string: [H]/N=C/NC.O.O
* E_LUMO: 0.38 eV



x.
This record from OMol25 describes 3 unconnected molecules or ions with the total composition C2H10N2O2. The level of theory is the ωB97M-V functional and the def2-TZVPD basis.

```
16
Properties=species:S:1:pos:R:3:nbo_charge:R:1
C -1.5664 -0.7876 -0.3241 -0.06
C -0.8900 0.4744 -0.2614 -0.15
N -0.8013 1.1912 -1.4548 -0.88
N -0.9239 -1.9238 0.2041 -0.81
H -2.4946 -0.8598 -0.6147 0.16
H -0.2892 0.5460 0.6216 0.20
H 0.1113 1.8318 -1.6010 0.40
H -1.6764 1.3541 -2.0079 0.39
H 0.0406 -1.8884 0.4857 0.40
H -1.4403 -2.3254 0.9558 0.35
H 1.1469 -0.9220 -0.7771 0.49
H 2.3841 -0.8552 0.2220 0.47
O 1.8947 -1.4552 -0.2787 -0.96
H 0.6631 2.2410 2.2886 0.47
H 2.0767 2.6422 1.9763 0.47
O 1.3919 2.1106 1.6185 -0.94
```

Values from the calculation:
* SMILES string: N/C=C/N.O.O
* E_LUMO: 0.50 eV



y.
This record from OMol25 describes 3 unconnected molecules or ions with the total composition C2H10N2O2. The level of theory is the ωB97M-V functional and the def2-TZVPD basis.

```
16
Properties=species:S:1:pos:R:3:nbo_charge:R:1
C 1.0191 3.1200 -1.1286 -0.48
N 0.8975 1.2346 0.9402 -0.83
C 1.2548 0.9445 -0.3644 0.27
N 1.2406 1.7054 -1.3789 -0.48
H 0.0323 3.3278 -0.6865 0.18
H 0.9034 3.6157 -2.0940 0.21
H 1.7988 3.6382 -0.5754 0.19
H 1.3515 0.6551 1.6287 0.39
H 0.9328 2.2319 1.0971 0.38
H 1.4304 -0.0909 -0.6166 0.17
H -3.3447 -2.3076 0.7339 0.47
H -2.0007 -1.7379 1.2871 0.48
O -2.3956 -2.2779 0.5987 -0.95
H -1.4669 -5.3243 0.1455 0.46
H -0.7830 -4.0430 -0.1473 0.47
O -0.8702 -4.6915 0.5607 -0.93
```

Values from the calculation:
* SMILES string: C/N=C\N.O.O
* E_LUMO: 0.67 eV



Which of them is the most stable? Correct choice: y.